{
  "formula": "C3HBrClNS",
  "method": "wB97M-V/def2-TZVPD",
  "de_lowest_kj_mol": 325.9,
  "e_lumo_ha": [-0.065, -0.047],
  "charge": 0,
  "e_tot_ev": -98012.2980,
  "symbols": ["C", "C", "C", "N", "S", "Cl", "Br", "H"],
  "coordinates": [[-0.588, -0.182, -0.749], [-0.057, 0.943, 0.212], [1.166, 1.033, 0.613], [-0.407, -1.323, -0.264], [0.081, -2.304, 0.874], [-1.440, 1.845, 0.618], [2.574, -0.093, 0.105], [-1.329, 0.080, -1.409]],
  "forces_ev_per_a": [[2.68, 0.14, 4.06], [-1.41, -0.97, -2.03], [1.49, -0.55, -0.08], [-0.69, -1.30, -0.42], [-0.05, 0.47, -0.64], [-0.27, 1.00, 0.66], [-0.39, 0.85, 0.41], [-1.37, 0.35, -1.96]],
  "lowdin_charge": [-0.261, -0.856, -0.486, -0.540, 0.654, 0.709, 0.703, 0.077]
}



{
  "formula": "C3HCl2N3O2",
  "method": "wB97M-V/def2-TZVPD",
  "smiles": "O=[N+]([O-])c1nc(Cl)[nH]c1Cl",
  "de_lowest_kj_mol": 61.6,
  "e_lumo_ha": -0.027,
  "charge": 0,
  "e_tot_ev": -36733.3968,
  "symbols": ["O", "N", "O", "C", "N", "C", "Cl", "N", "C", "Cl", "H"],
  "coordinates": [[-1.949, -1.274, -1.459], [-1.271, -1.548, -0.478], [-1.417, -2.651, 0.164], [-0.265, -0.607, -0.089], [0.355, -0.560, 1.116], [1.054, 0.500, 1.183], [2.075, 1.009, 2.628], [0.963, 1.164, -0.007], [-0.031, 0.558, -0.779], [-0.851, 1.248, -2.146], [1.336, 2.161, -0.134]],
  "forces_ev_per_a": [[0.61, 0.02, 0.73], [-1.35, -4.01, 0.98], [0.90, 3.60, -1.46], [-0.52, 1.33, 0.12], [-0.33, -2.17, 1.21], [0.98, 0.13, 0.39], [-1.50, -0.61, -2.45], [0.35, 3.99, -0.54], [0.49, 0.02, 0.04], [1.28, -0.11, 0.97], [-0.91, -2.20, 0.00]],
  "lowdin_charge": [0.026, -0.304, 0.050, -0.242, 0.139, -0.695, 0.596, 0.063, -0.572, 0.745, 0.195]
}